1.
The following is a DFT calculation (ωB97M-V/def2-TZVPD) of a molecular structure, C45H51BBrF4MoN4O4SSi in a non-equilibrium geometry.

Its net charge is -1. The spin multiplicity is 3. The calculation puts the HOMO-LUMO gap (spin up / spin down) at 6.1 / 6.0 eV. The calculated total energy comes out at -6020.07485 Ha. For the highest occupied orbital energy (spin up / spin down), the calculation gives -4.9 / -5.0 eV.

CARTESIAN COORDINATES (ANGSTROEM)
Mo1 -0.3597 -0.5043 -0.2050
C1 3.0777 -0.4880 -3.2064
C2 3.8034 0.6125 -2.7777
C3 3.2427 1.4142 -1.8096
C4 1.9796 1.1271 -1.2915
N1 1.3180 -0.0084 -1.6390
C5 1.8741 -0.7623 -2.5981
C6 1.1935 2.0875 -0.5300
C7 1.5799 3.4296 -0.4140
C8 0.6594 4.3807 -0.0332
C9 -0.6556 3.9928 0.2080
C10 -1.0033 2.6542 0.1738
C11 -0.0829 1.6515 -0.1484
H1 3.4393 -1.1471 -3.9830
H2 4.7696 0.8507 -3.2028
H3 3.7661 2.2926 -1.4634
H4 1.3527 -1.6483 -2.9064
H5 2.5895 3.7391 -0.6545
H6 0.9501 5.4231 0.0197
H7 -1.4092 4.7396 0.4327
H8 -2.0170 2.3691 0.4174
Br1 4.0985 -1.3373 -6.7239
C12 2.2079 -1.5592 -6.7346
C13 1.6460 -2.6052 -7.4492
C14 0.2713 -2.7359 -7.4735
C15 -0.5585 -1.8555 -6.7659
C16 0.0473 -0.8196 -6.0364
C17 1.4197 -0.6598 -6.0374
N2 -1.9315 -1.9790 -6.9885
N3 -2.8096 -1.5290 -6.2141
C18 -2.6108 -1.2305 -4.8895
C19 -3.4181 -0.2188 -4.3585
C20 -3.2737 0.2598 -3.0679
C21 -2.2955 -0.2827 -2.2362
O1 -2.0503 0.0850 -1.0156
C22 -1.5260 -1.3817 -2.7191
N4 -0.6860 -1.9141 -1.7913
C23 -0.1307 -3.0854 -2.0639
C24 -0.3211 -3.7334 -3.2832
C25 -1.0751 -3.1437 -4.2711
C26 -1.7114 -1.9206 -4.0031
H9 2.2784 -3.2991 -7.9851
H10 -0.1938 -3.5340 -8.0384
H11 -0.5623 -0.1143 -5.4878
H12 1.8733 0.1467 -5.4791
H13 -4.1396 0.2259 -5.0321
H14 -3.8956 1.0612 -2.6926
H15 0.5090 -3.5172 -1.3096
H16 0.1518 -4.6919 -3.4430
H17 -1.2145 -3.6392 -5.2217
C27 3.4253 1.6677 3.6559
C28 3.0489 0.5002 2.7424
C29 3.2599 -0.8344 3.4561
C30 3.8873 0.5722 1.4713
O2 1.6719 0.5760 2.3232
Si1 0.3675 0.9961 3.2122
S1 -1.3150 0.4231 2.0990
O3 0.4173 0.3320 4.7161
C31 -0.3680 -0.5543 5.5110
C32 0.2739 -0.5356 6.8976
C33 -0.3159 -1.9677 4.9359
C34 -1.8226 -0.0908 5.6067
O4 0.5358 2.6192 3.3852
C35 -0.1240 3.6385 4.1209
C36 0.4270 4.9554 3.5772
C37 0.2056 3.5224 5.6117
C38 -1.6328 3.5745 3.8883
H18 4.4969 1.6394 3.8638
H19 2.8791 1.6120 4.5999
H20 3.1793 2.6154 3.1763
H21 4.3182 -1.0020 3.6652
H22 2.9048 -1.6367 2.8121
H23 2.6884 -0.8486 4.3846
H24 4.9464 0.4623 1.7106
H25 3.7285 1.5398 0.9882
H26 3.6001 -0.2214 0.7847
H27 1.2903 -0.9293 6.8450
H28 -0.3084 -1.1451 7.5909
H29 0.3179 0.4874 7.2758
H30 0.7174 -2.2672 4.7528
H31 -0.8624 -2.0025 3.9958
H32 -0.7717 -2.6705 5.6365
H33 -1.8940 0.8788 6.1029
H34 -2.4007 -0.8174 6.1808
H35 -2.2481 -0.0147 4.6064
H36 1.5100 4.9804 3.7084
H37 -0.0192 5.8012 4.1044
H38 0.2087 5.0297 2.5105
H39 1.2616 3.7409 5.7823
H40 0.0157 2.5080 5.9510
H41 -0.4032 4.2197 6.1911
H42 -1.8340 3.5872 2.8164
H43 -2.1310 4.4224 4.3630
H44 -2.0423 2.6475 4.2913
C39 -1.2130 -2.2745 0.9642
C40 -1.9963 -3.3120 0.2456
C41 -3.2559 -2.9965 -0.2855
C42 -3.9949 -3.9304 -0.9901
C43 -3.5066 -5.2200 -1.1758
C44 -2.2840 -5.5616 -0.6183
C45 -1.5393 -4.6241 0.0857
H45 -0.3406 -2.7181 1.4519
H46 -1.8606 -1.8601 1.7256
H47 -3.6376 -1.9899 -0.1506
H48 -4.9612 -3.6632 -1.4037
H49 -4.0783 -5.9490 -1.7369
H50 -1.9053 -6.5708 -0.7400
H51 -0.5861 -4.9056 0.5192
F1 1.6514 -1.8209 0.3402
B1 2.5096 -2.9862 0.0478
F2 1.7894 -4.1172 0.4361
F3 3.6899 -2.8542 0.7530
F4 2.7451 -2.9971 -1.3321

Forces on atoms 1 to 3 (eV/Å):
Mo 0.6 -0.6 1.8
C 0.2 0.1 0.0
C -0.2 -0.1 0.0

2.
The following is a DFT calculation (ωB97M-V/def2-TZVPD) of 2 unconnected molecules or ions with the total composition C2H2S3 in a non-equilibrium geometry.

The calculation puts the HOMO-LUMO gap (spin up / spin down) at 7.2 / 7.1 eV. The calculated total energy comes out at -1271.80026 Ha. For the highest occupied orbital energy (spin up / spin down), the calculation gives -7.7 / -7.6 eV.

CARTESIAN COORDINATES (ANGSTROEM)
C1 1.6019 -0.5609 -0.8482
C2 -0.5148 -0.3931 0.4472
S1 2.9665 -0.6003 -0.0807
S2 -1.3725 -1.6570 -0.0566
S3 -0.6526 0.9775 1.4083
H1 1.3807 -0.7614 -1.9486
H2 -1.8489 0.9683 1.7277

Forces on atoms 1 to 3 (eV/Å):
C -0.4 0.3 -0.1
C 0.1 -1.5 -1.6
S -0.4 0.0 -0.3

3.
The following is a DFT calculation (ωB97M-V/def2-TZVPD) of a single C5H10N2 molecule in a non-equilibrium geometry.

The calculation puts the HOMO-LUMO gap at 9.1 eV. The SMILES is C=NC(=C)CCN. The calculated total energy comes out at -305.92735 Ha. For the highest occupied orbital energy, the calculation gives -8.8 eV.

CARTESIAN COORDINATES (ANGSTROEM)
C1 -0.8218 -2.1713 -1.2708
N1 -0.2221 -1.0827 -1.0766
C2 -0.0057 -0.6699 0.2865
C3 -0.2641 -1.3888 1.3808
C4 1.0220 0.4760 0.3338
C5 0.6510 1.6055 -0.6034
N2 -0.6480 2.2254 -0.2399
H1 -0.6777 -3.0475 -0.6204
H2 -1.4678 -2.4209 -2.1107
H3 -0.1795 -0.8298 2.3074
H4 -0.8070 -2.3186 1.4614
H5 0.8872 0.7047 1.4047
H6 2.0480 0.1165 0.3482
H7 1.3942 2.4014 -0.5594
H8 0.5180 1.1566 -1.5849
H9 -0.4954 3.2265 -0.1708
H10 -0.9313 2.0171 0.7141

Forces on atoms 1 to 3 (eV/Å):
C 0.5 -1.5 0.0
N -2.2 0.8 0.6
C 3.5 -1.5 -1.7

4.
The following is a DFT calculation (ωB97M-V/def2-TZVPD) of a single C5H10O2 molecule.

The calculation puts the HOMO-LUMO gap (spin up / spin down) at 8.8 / 8.1 eV. The calculated total energy comes out at -346.81784 Ha. For the highest occupied orbital energy (spin up / spin down), the calculation gives -9.3 / -9.1 eV.

CARTESIAN COORDINATES (ANGSTROEM)
C1 -1.7268 -0.3905 1.1480
O1 -1.6368 -0.3845 -0.2656
C2 -0.5914 0.3212 -0.8381
C3 -0.2306 1.5710 -0.2224
O2 1.4253 0.8524 -1.5916
C4 0.9686 -0.2983 -1.1630
C5 1.6253 -0.9352 0.0612
H1 -0.7501 -0.1890 1.6091
H2 -2.4455 0.3587 1.5014
H3 -2.0736 -1.3825 1.4503
H4 -0.8339 0.4147 -1.8963
H5 0.7716 1.8029 0.0978
H6 -1.0303 2.2104 0.1646
H7 0.7771 -1.0648 -1.9344
H8 1.0260 -1.7742 0.4359
H9 2.6119 -1.3226 -0.2172
H10 1.7682 -0.2050 0.8644

Forces on atoms 1 to 3 (eV/Å):
C 0.0 0.0 0.3
O 0.1 -0.1 -0.1
C 0.2 0.0 -0.4

5.
The following is a DFT calculation (ωB97M-V/def2-TZVPD) of a molecular structure, C7H39NO12 in a non-equilibrium geometry.

Its net charge is +1. The spin multiplicity is 2. The calculation puts the HOMO-LUMO gap (spin up / spin down) at 9.4 / 5.2 eV. The calculated total energy comes out at -1247.31420 Ha. For the highest occupied orbital energy (spin up / spin down), the calculation gives -13.2 / -13.2 eV.

CARTESIAN COORDINATES (ANGSTROEM)
C1 -2.9085 1.3721 -0.5564
C2 -1.5427 1.0458 -1.1153
C3 -0.6352 2.2530 -0.8384
C4 0.8277 1.8514 -0.8196
C5 1.7372 1.8904 -1.8595
C6 1.2732 1.3195 0.5055
C7 0.9368 -0.1623 0.7960
N1 -1.5468 0.7829 -2.5783
H1 -3.3227 2.2961 -0.9326
H2 -3.5323 0.4926 -0.7021
H3 -2.8943 1.3870 0.5157
H4 -1.1376 0.1621 -0.6103
H5 -0.6572 3.0502 -1.5995
H6 -0.8656 2.8175 0.0796
H7 2.7604 1.5127 -1.7885
H8 1.5035 2.1639 -2.8748
H9 2.3759 1.3968 0.6131
H10 0.8060 1.9487 1.2727
H11 0.1552 -0.2649 1.5695
H12 0.8919 -0.8101 -0.0799
H13 1.7876 -0.6077 1.3099
H14 -1.5809 1.6632 -3.0764
H15 -2.2613 0.1541 -2.9541
H16 -0.1987 -0.2407 -3.5709
H17 1.3090 0.1142 -3.4743
O1 0.6910 -0.4508 -3.9253
H18 -2.4623 0.1415 3.2289
H19 -1.9828 1.0923 2.2253
O2 -2.2114 0.1449 2.2936
H20 3.7321 1.8248 1.4931
H21 2.9109 0.8224 2.3766
O3 2.9891 1.7749 2.0926
H22 -0.4614 2.8112 3.1513
H23 -1.7753 3.5968 2.7424
O4 -1.2738 2.7864 2.6142
H24 -2.9233 -1.2563 1.0244
H25 -3.5717 -2.5757 0.9964
O5 -2.7188 -2.1807 0.7770
H26 2.9310 -1.2482 1.6511
H27 3.0173 -1.4813 3.1664
O6 3.1544 -0.7970 2.5063
H28 1.8107 -2.9472 1.1605
H29 1.9106 -2.1713 -0.1914
O7 2.4255 -2.4653 0.5691
H30 -3.5800 -1.9539 -2.2045
H31 -2.4746 -2.4051 -3.1549
O8 -3.3208 -1.9453 -3.1395
H32 1.8569 -2.7200 -2.4638
H33 1.0430 -1.3092 -2.5589
O9 1.3728 -2.0429 -1.9739
H34 -0.4746 -3.1914 0.7418
H35 -0.8093 -2.2222 1.8881
O10 -0.1555 -2.8494 1.5928
H36 -0.1392 -2.8793 -1.5928
H37 -1.4819 -2.4327 -1.0477
O11 -1.0703 -3.1796 -1.4931
H38 2.3720 2.4400 2.8392
H39 2.1041 3.9421 3.2274
O12 1.7059 3.0722 3.1292

Forces on atoms 1 to 3 (eV/Å):
C -0.1 -1.1 0.3
C -0.5 0.1 -0.7
C 2.1 1.6 -1.0

6.
The following is a DFT calculation (ωB97M-V/def2-TZVPD) of a gas-phase ion, C26H43OSi4 (charge +1) in a non-equilibrium geometry.

Its net charge is +1. The calculation puts the HOMO-LUMO gap at 6.4 eV. The calculated total energy comes out at -2249.47839 Ha. For the highest occupied orbital energy, the calculation gives -10.7 eV.

CARTESIAN COORDINATES (ANGSTROEM)
C1 3.3246 -1.8012 3.3193
Si1 2.5765 -1.8375 1.5906
C2 3.6679 -2.9077 0.4935
C3 0.8400 -2.5565 1.6952
Si2 2.4143 0.3232 0.6112
Si3 1.2421 1.6534 2.1519
C4 2.0096 1.6699 3.8651
C5 1.2707 3.3732 1.3951
C6 -0.5250 1.0046 2.2520
Si4 4.6362 1.0967 0.6481
C7 5.3426 1.1079 2.3916
C8 5.7087 -0.0103 -0.4275
C9 4.6358 2.8498 -0.0268
O1 1.2393 0.4453 -0.9468
C10 -0.0011 -0.0491 -1.0377
C11 -0.8407 -0.0300 -2.2134
H1 3.3054 -2.8350 3.6847
H2 4.3654 -1.4614 3.3212
H3 2.7531 -1.1784 4.0169
H4 3.5140 -3.9568 0.7929
H5 3.3999 -2.8133 -0.5645
H6 4.7304 -2.6727 0.6071
H7 0.9478 -3.6121 1.9911
H8 0.2243 -2.0538 2.4472
H9 0.3180 -2.5304 0.7315
H10 1.3696 2.3124 4.4804
H11 2.0413 0.6742 4.3214
H12 3.0208 2.0897 3.8696
H13 0.4954 3.9670 1.9024
H14 2.2342 3.8706 1.5395
H15 1.0415 3.3532 0.3232
H16 -1.1126 1.7601 2.7960
H17 -0.9867 0.8685 1.2653
H18 -0.5884 0.0620 2.8048
H19 6.3588 1.5086 2.2836
H20 4.7831 1.7526 3.0771
H21 5.4077 0.1087 2.8338
H22 6.6642 0.5233 -0.5595
H23 5.9087 -0.9827 0.0342
H24 5.2616 -0.1773 -1.4137
H25 5.6928 3.1113 -0.1977
H26 4.0977 2.9184 -0.9789
H27 4.2005 3.5696 0.6743
H28 -0.3401 -0.7467 -0.2240
H29 -1.0536 -1.0643 -2.6129
H30 -0.5437 0.7621 -2.9209
C12 -2.6192 0.4776 -2.5457
C13 -2.9379 0.6544 -4.0358
C14 -2.3574 1.7178 -4.7302
C15 -2.6075 1.9032 -6.0896
C16 -3.3847 0.9945 -6.8023
C17 -4.0225 -0.0195 -6.1019
C18 -3.7682 -0.2270 -4.7491
C19 -3.6407 -0.2436 -1.7564
C20 -3.6894 -0.1988 -0.3992
C21 -4.5577 -1.0245 0.4182
C22 -4.5394 -0.9023 1.8147
C23 -5.2998 -1.7353 2.6137
C24 -6.0850 -2.7512 2.0313
C25 -6.0971 -2.8853 0.6322
C26 -5.3206 -2.0538 -0.1643
H31 -2.3322 1.4698 -2.0555
H32 -1.7464 2.4306 -4.1716
H33 -2.0981 2.6987 -6.6122
H34 -3.5599 1.1192 -7.8696
H35 -4.6357 -0.7435 -6.6149
H36 -4.2318 -1.0674 -4.2311
H37 -4.5045 -0.6077 -2.3063
H38 -3.0359 0.5214 0.1110
H39 -3.9464 -0.1029 2.2347
H40 -5.2938 -1.6089 3.6932
H41 -6.6823 -3.4243 2.6666
H42 -6.7151 -3.6570 0.1722
H43 -5.3433 -2.1933 -1.2400

Forces on atoms 1 to 3 (eV/Å):
C -0.1 0.3 -0.1
Si -0.2 -0.2 -0.6
C -0.3 -0.3 0.1